# C3H6N2O

One molecule with the formula C3H6N2O in a non-equilibrium geometry (ωB97M-V/def2-TZVPD, OMol25).

**Relative energy (zero: lowest compared OMol25 entry of this formula, charge and spin)**: 5.714 eV
**HOMO energy (alpha / beta)**: -8.090 / -8.084 eV
**Frontier orbital gap (alpha / beta)**: 8.019 / 8.012 eV

CARTESIAN COORDINATES (ANGSTROEM)
O  -1.76  -0.31  0.29
N  -0.22  1.37  -0.18
N  -1.02  -1.21  -0.53
C  0.99  0.84  -0.39
C  1.42  -0.38  0.21
C  -1.32  0.90  0.35
H  2.46  -0.60  -0.15
H  -1.60  -2.00  -0.33
H  1.15  -0.30  1.33
H  -2.07  1.54  0.69
H  1.49  1.24  -1.30
H  0.47  -1.09  0.01



# C29H80N4O13

A 9-piece molecular cluster, C29H80N4O13 overall in a non-equilibrium geometry (ωB97M-V/def2-TZVPD, OMol25).

**SMILES**: COCCNCCOC.COCCNCCOC.COCCNCCOC.COCCNCCOC.CO.CO.CO.CO.CO
**Relative energy (zero: lowest compared OMol25 entry of this formula, charge and spin)**: 0.000 eV
**HOMO energy**: -8.309 eV
**Frontier orbital gap**: 8.983 eV

CARTESIAN COORDINATES (ANGSTROEM)
O  1.19  3.41  -2.39
O  5.76  0.32  -1.64
O  -2.55  -2.98  -3.73
O  -0.93  3.71  1.72
O  -3.44  6.24  4.99
O  3.56  0.07  1.74
O  0.09  0.01  -4.73
O  2.88  -2.27  0.38
O  -1.49  -1.53  1.68
O  -0.97  -6.97  -0.43
O  1.63  0.76  -2.55
O  1.76  -3.90  -1.51
O  -5.91  -2.72  1.20
N  -1.26  6.16  3.19
N  3.60  2.48  -1.07
N  -4.25  -1.74  3.21
N  -1.17  -4.05  -1.48
C  -4.51  -3.04  1.10
C  -1.54  -4.53  -0.16
C  -1.53  -2.25  -3.06
C  -2.66  7.39  4.76
C  -3.55  -0.57  2.69
C  3.62  3.29  -2.31
C  5.99  1.66  -1.26
C  -3.98  -3.00  2.52
C  -0.08  -1.52  1.62
C  -0.53  6.09  1.94
C  0.07  4.72  1.80
C  -1.61  -2.64  -1.62
C  4.89  2.34  -0.42
C  -4.27  6.26  6.13
C  3.34  -0.07  3.14
C  0.00  4.19  -2.43
C  3.85  -3.17  0.87
C  1.39  -0.09  -1.45
C  5.72  -0.52  -0.49
C  -2.01  7.39  3.39
C  -0.38  2.50  1.18
C  -0.82  -5.80  0.34
C  2.37  4.17  -2.35
C  2.67  -4.37  -2.52
C  -2.37  -3.10  -5.12
C  1.10  -0.41  -5.64
C  -6.67  -2.91  0.02
C  -2.04  -0.74  2.73
C  -0.52  -6.94  -1.76
H  -3.37  8.23  4.82
H  -1.27  1.88  1.11
H  0.34  2.13  1.92
H  -0.63  -7.96  -2.12
H  -6.19  -3.57  -0.70
H  -5.16  5.67  5.95
H  3.82  0.75  3.66
H  2.43  5.05  -1.70
H  3.66  2.67  -3.20
H  -0.03  2.68  0.16
H  -4.46  -4.05  0.67
H  -7.64  -3.26  0.36
H  3.37  1.53  -1.38
H  2.96  -0.56  1.31
H  0.66  4.78  0.87
H  -1.76  -1.31  3.62
H  -2.95  -3.33  2.46
H  2.35  -0.30  -0.96
H  -1.32  -3.76  0.59
H  0.83  -4.07  -1.74
H  -1.57  0.25  2.70
H  0.86  -0.14  -6.67
H  -3.82  0.28  3.32
H  -4.52  7.27  6.47
H  3.43  -4.04  1.38
H  -2.02  7.71  5.60
H  0.31  6.80  2.00
H  -0.49  -2.44  -3.38
H  0.72  0.43  -0.77
H  4.91  -0.23  0.18
H  -2.26  -2.09  -5.54
H  2.47  -3.87  -3.46
H  -4.60  -3.72  3.05
H  -5.25  -1.61  3.15
H  0.80  4.44  2.56
H  -1.70  5.33  3.52
H  1.53  1.70  -2.32
H  5.66  -1.56  -0.82
H  4.54  -3.52  0.09
H  3.66  -4.12  -2.13
H  -1.21  -5.99  1.34
H  1.12  -1.51  -5.67
H  6.29  2.23  -2.14
H  -3.97  -2.39  0.41
H  0.24  -2.17  0.80
H  0.16  -0.49  1.32
H  2.41  4.79  -3.27
H  -1.73  -4.45  -2.23
H  -1.28  8.20  3.30
H  -2.60  -4.81  -0.05
H  -2.83  7.51  2.67
H  -3.17  -3.63  -5.63
H  3.61  -1.04  3.56
H  5.30  3.30  -0.10
H  -0.15  4.79  -1.53
H  2.26  0.02  3.31
H  0.36  -1.93  2.53
H  1.04  -1.12  -1.62
H  0.24  -5.53  0.39
H  -3.79  -0.17  1.69
H  6.59  -0.38  0.16
H  2.07  -0.02  -5.33
H  2.29  -2.69  -0.27
H  0.52  -6.58  -1.78
H  -1.17  6.41  1.10
H  -2.61  -2.50  -1.18
H  -1.66  -1.19  -3.30
H  -6.80  -1.96  -0.52
H  4.48  3.96  -2.25
H  -0.82  3.47  -2.36
H  4.79  1.86  0.56
H  4.47  -2.61  1.57
H  6.87  1.71  -0.60
H  -1.00  -6.31  -2.51
H  0.59  0.30  -3.94
H  -1.06  -1.92  -1.00
H  -3.74  5.76  6.94
H  -0.01  4.69  -3.40
H  -1.41  -3.56  -5.36
H  2.60  -5.46  -2.49



# C32H42N6O2S2Y

C32H42N6O2S2Y as an isolated structure in a non-equilibrium geometry (ωB97M-V/def2-TZVPD, OMol25).

**Relative energy (zero: lowest compared OMol25 entry of this formula, charge and spin)**: 0.000 eV
**HOMO energy**: -9.688 eV
**Frontier orbital gap**: 7.702 eV
**Net charge**: +1

CARTESIAN COORDINATES (ANGSTROEM)
Y  -0.92  0.09  -1.33
S  -3.13  1.83  -0.96
S  -5.60  0.17  -1.22
O  -1.74  -1.06  0.54
O  -0.28  0.56  0.79
N  -3.28  -0.56  -2.19
N  1.18  1.64  -1.26
N  0.62  1.13  3.17
N  -0.30  -1.40  -3.34
N  -0.95  1.67  -3.32
N  0.97  -1.61  -0.77
C  2.45  1.37  -0.51
C  2.23  4.01  4.81
C  2.91  -0.26  4.47
C  0.10  -2.73  -2.82
C  -3.89  0.40  -1.45
C  -5.07  -3.20  -4.16
C  1.39  2.23  -2.59
C  -0.33  -0.04  5.07
C  -1.92  -1.55  3.39
C  1.45  3.28  3.91
C  -1.19  0.97  -4.61
C  3.01  -0.01  -0.75
C  -4.20  -1.42  -2.76
C  -3.97  -2.46  -3.68
C  3.48  1.96  5.42
C  0.65  -0.91  -4.38
C  -1.04  -0.34  1.34
C  2.59  1.20  4.62
C  0.12  2.69  -3.30
C  2.25  -1.16  -0.12
C  1.53  1.88  3.88
C  -1.13  -1.04  5.58
C  -1.89  -1.84  4.75
C  -5.55  -1.10  -2.37
C  -1.15  -0.51  2.82
C  -6.38  -2.91  -3.73
C  4.67  1.38  6.13
C  -0.01  0.22  -5.22
C  3.19  3.34  5.58
C  -0.31  0.23  3.70
C  1.22  -2.69  -1.75
C  -6.63  -1.84  -2.84
H  2.92  -2.03  -0.09
H  0.67  2.37  -0.72
H  4.50  0.40  6.61
H  -2.94  -2.71  -4.09
H  1.27  -3.67  -1.20
H  2.03  -0.97  0.97
H  1.88  1.47  -3.24
H  3.90  -0.47  4.11
H  3.89  3.90  6.23
H  -0.30  3.58  -2.80
H  -2.05  0.31  -4.41
H  1.58  -0.58  -3.87
H  3.06  -0.19  -1.81
H  0.42  -2.06  -0.01
H  2.79  -0.84  5.38
H  5.52  1.28  5.49
H  -1.47  1.73  -5.37
H  2.08  3.10  -2.52
H  -7.64  -1.67  -2.49
H  -1.18  -1.17  6.68
H  0.95  -1.72  -5.04
H  0.35  1.43  2.20
H  2.21  -0.64  3.73
H  -1.14  -1.60  -3.90
H  -2.47  -2.21  2.71
H  0.43  0.39  5.73
H  2.20  -2.54  -2.21
H  4.97  2.07  6.92
H  2.18  5.07  4.89
H  0.79  0.88  -5.58
H  0.42  2.92  -4.32
H  -7.24  -3.39  -4.16
H  2.29  1.61  0.59
H  3.22  2.08  -0.90
H  -0.76  -3.21  -2.30
H  -2.48  -2.73  5.06
H  0.77  3.79  3.24
H  4.04  -0.04  -0.32
H  -1.86  2.11  -3.08
H  -0.40  -0.26  -6.12
H  -4.94  -4.00  -4.89
H  0.41  -3.44  -3.63